Run i
Formula: C5H5N3
Source: OMol25
Level of theory: ωB97M-V/def2-TZVPD

Properties
E_LUMO (Ha): -0.02381
Orbital gap (hartree): 0.275
HOMO energy (eV): -8.12

Each atom is followed by the atoms it is bonded to, with distances in Å.
Element x y z (Å)
1 C 2.12 -0.09 -0.12  C2 1.337, H6 1.055, N13 1.297
2 C 1.32 0.98 -0.05  C1 1.337, C3 1.374, H7 1.064
3 C 0.02 0.53 0.01  C2 1.374, N11 1.330, N12 1.378
4 C -1.89 -0.25 -0.05  C5 1.394, H9 1.100, N11 1.361
5 C -1.06 -1.37 -0.03  C4 1.394, H10 1.084, N12 1.384
6 H 3.17 -0.16 0.01  C1 1.055
7 H 1.49 2.02 -0.10  C2 1.064
8 H -1.55 2.03 0.72  no bonds
9 H -2.98 -0.14 0.01  C4 1.100
10 H -1.10 -2.44 -0.21  C5 1.084
11 N -1.23 0.93 -0.21  C3 1.330, C4 1.361
12 N 0.21 -0.83 -0.01  C3 1.378, C5 1.384, N13 1.290
13 N 1.45 -1.20 0.03  C1 1.297, N12 1.290

---

Run ii
Formula: C5H5N3
Source: OMol25
Level of theory: ωB97M-V/def2-TZVPD

Properties
E_LUMO (Ha): 0.00512
SMILES: N#CC(C#N)[C@H]1CN1
Orbital gap (hartree): 0.412
HOMO energy (eV): -11.07

Each atom is followed by the atoms it is bonded to, with distances in Å.
Element x y z (Å)
1 N 2.68 -1.92 0.06  C2 1.203
2 C 1.73 -1.18 0.12  N1 1.203, C3 1.484
3 C 0.89 0.01 -0.18  C2 1.484, C4 1.428, C6 1.580, H9 1.032
4 C 1.42 1.30 0.13  C3 1.428, N5 1.130
5 N 1.87 2.33 0.11  C4 1.130
6 C -0.51 -0.12 0.54  C3 1.580, C7 1.455, N8 1.486, H10 1.133
7 C -1.65 0.43 -0.17  C6 1.455, N8 1.516, H11 1.052, H12 1.154
8 N -1.62 -1.05 0.18  C6 1.486, C7 1.516, H13 1.232
9 H 0.58 -0.07 -1.16  C3 1.032
10 H -0.31 0.15 1.62  C6 1.133
11 H -1.79 0.77 -1.16  C7 1.052
12 H -2.39 0.88 0.59  C7 1.154
13 H -0.87 -1.53 -0.67  N8 1.232

---

Run iii
Formula: C5H5N3
Source: OMol25
Level of theory: ωB97M-V/def2-TZVPD

Properties
E_LUMO (spin up / spin down) (Ha): -0.00347 / -0.00346
Orbital gap (spin up / spin down) (hartree): 0.287 / 0.287
HOMO energy (spin up / spin down) (eV): -7.90 / -7.90

Each atom is followed by the atoms it is bonded to, with distances in Å.
Element x y z (Å)
1 C 0.44 -1.74 -0.19  C3 1.348, C4 1.383, H9 1.149
2 C -0.36 2.14 -0.82  C5 1.298, H10 1.186, H13 1.214
3 C 0.78 -1.24 -1.40  C1 1.348, N6 1.353, H11 1.177
4 C 0.05 -1.00 0.91  C1 1.383, N7 1.182
5 C 0.11 1.01 -1.24  C2 1.298, N6 1.236
6 N 0.75 0.07 -1.72  C3 1.353, C5 1.236
7 N -0.45 -0.44 1.82  C4 1.182, N8 1.238
8 N -0.85 0.46 2.57  N7 1.238, H12 0.955
9 H 0.36 -2.88 -0.10  C1 1.149
10 H -1.40 2.62 -1.12  C2 1.186
11 H 1.12 -1.89 -2.32  C3 1.177
12 H -0.85 0.27 3.50  N8 0.955
13 H 0.29 2.60 0.10  C2 1.214

---

Name the most stable of them. run ii.